Here is 3 unconnected molecules or ions with the total composition C28H22F5NO5 from OMol25. Energies are from ωB97M-V/def2-TZVPD.

Structure (XYZ):
```
61
Properties=species:S:1:pos:R:3:nbo_charge:R:1
O -1.483 3.489 -0.097 -0.559
C -0.798 2.652 -0.740 0.618
O 0.317 2.071 -0.094 -0.515
C 1.142 1.306 -1.011 -0.080
C 1.629 -0.046 -0.257 -0.467
C 0.445 -0.800 0.494 -0.034
C 0.341 -1.011 1.892 -0.082
C 1.476 -0.466 2.890 -0.103
C 1.052 0.621 3.925 -0.153
C 2.262 1.026 4.847 -0.254
C 3.591 0.303 4.566 0.020
N 3.938 -0.655 3.584 -0.419
C 2.884 -1.057 2.726 0.019
C -0.924 -1.846 2.456 0.542
O -1.497 -1.566 3.535 -0.497
C -1.352 -3.100 1.529 -0.252
C -1.257 -2.880 0.117 -0.085
C -1.592 -4.015 -0.970 -0.113
O -1.599 -5.290 -0.268 -0.505
C -0.368 -5.963 -0.373 1.169
F 0.762 -5.190 -0.034 -0.327
F -0.141 -6.572 -1.626 -0.323
F -0.418 -7.026 0.584 -0.327
C -0.748 -1.434 -0.390 0.547
O -1.268 -0.842 -1.366 -0.534
H -1.132 2.426 -1.810 0.155
H 2.101 1.895 -1.254 0.206
H 0.640 1.050 -2.006 0.200
H 2.497 0.263 0.415 0.258
H 1.976 -0.751 -1.106 0.231
H 0.005 1.046 4.028 0.258
H 2.135 1.791 5.693 0.243
H 4.449 0.594 5.280 0.208
H 3.080 -1.855 1.921 0.227
H -1.704 -4.100 1.961 0.266
H -0.699 -4.036 -1.701 0.213
H -2.529 -3.802 -1.580 0.245
F 3.017 3.085 0.691 -0.333
C 2.817 4.313 1.198 0.383
C 3.632 5.358 0.794 -0.288
C 3.421 6.630 1.315 -0.195
C 2.403 6.839 2.243 -0.229
C 1.594 5.780 2.645 -0.207
C 1.798 4.511 2.116 -0.233
H 4.424 5.174 0.077 0.226
H 4.048 7.457 1.000 0.218
H 2.242 7.831 2.653 0.216
H 0.805 5.944 3.371 0.219
H 1.172 3.676 2.411 0.227
F -3.064 0.336 -5.826 -0.321
C -3.554 -0.778 -5.261 0.398
C -3.996 -1.814 -6.069 -0.284
C -4.499 -2.970 -5.482 -0.193
C -4.564 -3.073 -4.094 -0.237
C -4.122 -2.024 -3.293 -0.201
C -3.609 -0.872 -3.879 -0.277
H -3.946 -1.712 -7.147 0.229
H -4.841 -3.790 -6.105 0.219
H -4.961 -3.975 -3.637 0.215
H -4.177 -2.103 -2.213 0.216
H -3.252 -0.049 -3.271 0.236
```

Computed properties:
2S+1: 1
Lowest unoccupied orbital energy, eV: -1.389
SMILES: O=COCCC1=C(c2cccnc2)C(=O)C=C(COC(F)(F)F)C1=O.Fc1ccccc1.Fc1ccccc1
HOMO, hartree: -0.3405



Here is a molecular structure, C5H7NS2 from OMol25. Energies are from ωB97M-V/def2-TZVPD.

Structure (XYZ):
```
15
Properties=species:S:1:pos:R:3:nbo_charge:R:1
C 2.136 1.983 -0.127 -0.619
C 1.358 0.866 0.096 -0.093
C 0.088 0.872 -0.100 -0.010
C 2.067 -0.438 0.147 -0.585
C -1.716 -0.740 -0.205 -0.024
H 2.951 1.878 -0.890 0.235
H 2.537 2.227 0.991 0.221
H 1.548 2.991 -0.263 0.235
H -0.637 1.786 -0.470 0.289
H 2.777 -0.746 -0.659 0.238
H 2.826 -0.584 1.068 0.238
H -2.274 -1.799 -0.830 0.251
N -0.471 -0.454 -0.191 -0.505
S 0.865 -1.742 0.055 0.401
S -2.742 0.628 0.166 -0.271
```

Computed properties:
ΔE to the lowest compared entry with this formula, charge and spin, eV: 4.193
2S+1: 1
Lowest unoccupied orbital energy, eV: -0.282
HOMO, hartree: -0.2924



Here is 9 unconnected molecules or ions with the total composition H17O9 from OMol25. Energies are from ωB97M-V/def2-TZVPD.

Structure (XYZ):
```
26
Properties=species:S:1:pos:R:3:nbo_charge:R:1
O 1.605 -0.555 1.500 -0.969
H -1.192 -1.023 0.779 0.435
H -0.877 1.871 2.285 0.457
O 2.253 -2.361 -2.308 -0.958
H 2.071 -1.671 -2.963 0.473
O -0.281 3.448 0.631 -0.947
H -0.204 2.692 0.012 0.472
H -0.125 2.942 1.442 0.466
O 0.925 -0.193 -1.452 -1.041
H 0.209 -2.275 3.159 0.452
H 0.227 0.089 -0.793 0.516
O -0.206 1.307 2.680 -0.980
H 1.771 -0.376 2.429 0.468
H 1.384 -0.546 -0.616 0.495
O -0.152 -2.679 2.355 -0.917
H -2.144 0.834 -0.615 0.520
H -0.102 -1.846 1.867 0.451
O -0.911 -0.155 0.477 -1.271
H -0.286 0.486 2.146 0.490
H 1.543 -2.217 -1.674 0.482
O -0.689 -0.173 -3.499 -1.008
H 0.137 -0.036 -3.004 0.489
H -1.411 0.130 -2.934 0.489
O -2.360 1.057 -1.543 -0.982
H -1.808 1.810 -1.775 0.461
H 0.622 -0.561 1.413 0.456
```

Computed properties:
ΔE to the lowest compared entry with this formula, charge and spin, eV: 1.745
2S+1: 1
Lowest unoccupied orbital energy, eV: 3.045
Charge: -1
HOMO, hartree: -0.2359



Here is a molecular structure, C29H35GeO2PtS4 from OMol25. Energies are from ωB97M-V/def2-TZVPD.

Structure (XYZ):
```
72
Properties=species:S:1:pos:R:3:mulliken_charge:R:1
Pt -0.008 -0.202 -4.654 1.423
C 0.829 -2.514 -2.924 0.521
C 2.187 -2.082 -3.410 -0.679
S 2.274 -0.451 -4.234 -0.177
C 2.157 0.785 -2.892 0.819
C 1.754 2.116 -3.494 -0.932
S 0.281 2.128 -4.590 -0.174
C -1.148 2.290 -3.461 0.071
C -2.395 1.766 -4.132 -0.883
S -2.302 0.090 -4.876 -0.201
C -2.744 -1.063 -3.525 0.295
C -2.004 -2.394 -3.555 -0.624
S -0.339 -2.483 -4.331 -0.210
H 0.428 -1.879 -2.142 -0.497
H 0.898 -3.537 -2.552 0.578
H 2.583 -2.746 -4.180 0.432
H 2.875 -2.085 -2.572 0.255
H 3.140 0.897 -2.429 0.515
H 1.435 0.420 -2.161 -0.621
H 2.530 2.498 -4.158 0.474
H 1.600 2.851 -2.704 0.450
H -1.293 3.347 -3.223 0.598
H -0.902 1.716 -2.564 -0.289
H -2.683 2.378 -4.987 0.446
H -3.222 1.783 -3.423 0.493
H -3.807 -1.271 -3.629 0.660
H -2.584 -0.539 -2.596 -0.499
H -2.574 -3.125 -4.126 0.580
H -1.893 -2.747 -2.526 0.176
O -1.174 -1.815 -0.681 -0.704
C -1.135 -0.570 -0.890 0.136
O -0.403 -0.033 -1.843 -0.662
C -1.989 0.362 -0.039 -1.402
C -1.193 1.260 0.960 -1.248
Ge -0.057 0.361 2.308 1.038
C 0.813 1.831 3.232 0.467
C 1.339 2.879 2.468 -0.113
C 2.015 3.937 3.075 -0.788
C 2.168 3.963 4.459 -0.470
C 1.647 2.933 5.231 -0.717
C 0.979 1.873 4.622 -0.399
C -1.337 -0.685 3.317 0.403
C -1.884 -0.216 4.518 -0.541
C -2.908 -0.914 5.155 -0.708
C -3.398 -2.089 4.600 -0.487
C -2.873 -2.559 3.399 -0.936
C -1.853 -1.859 2.754 0.063
C 1.374 -0.727 1.541 0.304
C 1.460 -2.109 1.740 0.091
C 2.520 -2.844 1.208 -0.761
C 3.525 -2.204 0.489 -0.621
C 3.465 -0.823 0.304 -0.644
C 2.394 -0.096 0.822 -0.575
H -2.701 -0.263 0.499 0.551
H -2.548 1.016 -0.737 0.320
H -1.911 1.796 1.591 0.484
H -0.601 2.012 0.424 0.416
H 1.218 2.880 1.386 0.129
H 2.419 4.743 2.470 0.391
H 2.693 4.786 4.934 0.381
H 1.763 2.953 6.311 0.401
H 0.592 1.067 5.242 0.352
H -1.515 0.705 4.963 0.346
H -3.325 -0.537 6.085 0.409
H -4.195 -2.634 5.097 0.378
H -3.261 -3.474 2.958 0.419
H -1.482 -2.219 1.796 0.329
H 0.706 -2.622 2.327 0.395
H 2.571 -3.917 1.374 0.443
H 4.365 -2.773 0.099 0.478
H 4.274 -0.308 -0.213 0.458
H 2.376 0.987 0.695 0.197
```

Computed properties:
ΔE to the lowest compared entry with this formula, charge and spin, eV: 0.277
2S+1: 1
Lowest unoccupied orbital energy, eV: -3.920
Charge: +1
HOMO, hartree: -0.3979



Here is a molecular structure, C4H9N2 from OMol25. Energies are from ωB97M-V/def2-TZVPD.

Structure (XYZ):
```
15
Properties=species:S:1:pos:R:3:nbo_charge:R:1
C 1.552 -0.570 -0.533 -0.282
C 0.097 -0.982 -0.521 -0.068
C -0.708 0.128 -0.261 0.195
C 0.132 1.259 -0.181 -0.051
N -1.992 0.148 -0.087 -0.590
N 1.380 0.886 -0.263 -0.429
H 2.251 -0.898 0.246 0.236
H 2.080 -0.598 -1.444 0.235
H -0.050 -2.064 -0.747 0.253
H -0.463 -0.726 2.095 -0.017
H -0.233 2.191 0.001 0.229
H -2.629 -0.467 -0.480 0.425
H -2.357 1.081 0.058 0.415
H -1.288 -0.720 2.069 0.016
H 2.227 1.332 0.047 0.434
```

Computed properties:
ΔE to the lowest compared entry with this formula, charge and spin, eV: 0.000
<S²>: 2.0119
2S+1: 3
Lowest unoccupied orbital energy (spin up / spin down), eV: -2.713 / -6.848
Charge: +1
HOMO (spin up / spin down), hartree: -0.4212 / -0.5789



Here is a molecular structure, CF3MgNO4S3Yb from OMol25. Energies are from ωB97M-V/def2-TZVPD.

Structure (XYZ):
```
14
Properties=species:S:1:pos:R:3:nbo_charge:R:1
Yb -0.262 -1.138 2.744 1.568
N 1.122 -0.643 0.935 -1.326
S 0.713 0.131 -0.250 2.048
O -0.360 1.198 -0.175 -1.137
C 2.130 1.128 -0.938 0.760
F 3.180 0.347 -1.097 -0.298
F 2.396 2.066 -0.041 -0.308
F 1.806 1.689 -2.085 -0.298
Mg -2.244 0.597 0.294 1.817
S -2.745 -2.086 2.556 -0.324
O -2.268 -0.412 2.288 -1.286
S -1.311 -1.653 -1.346 0.783
O -2.445 -0.532 -1.294 -1.121
O 0.288 -0.690 -1.590 -0.879
```

Computed properties:
ΔE to the lowest compared entry with this formula, charge and spin, eV: 0.000
2S+1: 1
Lowest unoccupied orbital energy, eV: -1.267
HOMO, hartree: -0.2599



Here is a single C24H32O6 molecule from OMol25. Energies are from ωB97M-V/def2-TZVPD.

Structure (XYZ):
```
62
Properties=species:S:1:pos:R:3:nbo_charge:R:1
C 6.782 2.317 0.079 -0.714
C 5.560 1.463 0.253 0.817
O 4.478 1.853 0.607 -0.614
O 5.832 0.173 0.005 -0.495
C 4.731 -0.719 0.057 -0.193
C 3.733 -0.385 -1.042 0.593
O 4.028 0.393 -1.918 -0.552
C 2.369 -1.055 -1.076 0.142
O 1.996 -1.135 -2.436 -0.727
C 2.245 -2.470 -0.471 -0.426
C 0.823 -2.566 0.123 -0.401
C 0.149 -1.268 -0.325 -0.215
C -1.102 -0.795 0.406 -0.228
C -2.198 -1.854 0.289 -0.374
C -3.547 -1.387 0.854 -0.261
C -4.589 -2.491 0.697 -0.605
C -3.901 -0.088 0.183 0.149
C -4.967 0.062 -0.610 -0.325
C -5.293 1.299 -1.318 0.491
O -6.251 1.390 -2.069 -0.549
C -4.391 2.423 -1.048 -0.286
C -3.320 2.295 -0.270 -0.103
C -2.901 1.022 0.399 -0.140
C -2.782 1.352 1.898 -0.609
C -1.572 0.515 -0.250 -0.190
C -0.470 1.594 -0.363 0.107
O -0.233 2.210 0.885 -0.742
C 0.819 1.028 -0.987 -0.441
C 1.286 -0.238 -0.278 0.020
C 1.758 0.079 1.138 -0.678
H 7.272 2.425 1.045 0.243
H 6.488 3.302 -0.271 0.242
H 7.469 1.848 -0.618 0.238
H 5.149 -1.711 -0.134 0.230
H 4.262 -0.693 1.043 0.224
H 2.466 -0.429 -2.905 0.494
H 3.005 -2.653 0.286 0.207
H 2.382 -3.188 -1.278 0.238
H 0.300 -3.442 -0.252 0.218
H 0.856 -2.631 1.211 0.201
H -0.112 -1.391 -1.382 0.222
H -0.873 -0.625 1.460 0.208
H -1.886 -2.760 0.812 0.211
H -2.335 -2.108 -0.766 0.200
H -3.426 -1.199 1.925 0.212
H -4.272 -3.372 1.251 0.212
H -5.552 -2.172 1.088 0.216
H -4.707 -2.773 -0.346 0.208
H -5.663 -0.745 -0.779 0.224
H -4.654 3.368 -1.501 0.224
H -2.698 3.152 -0.054 0.213
H -2.387 0.520 2.471 0.206
H -2.120 2.199 2.038 0.245
H -3.769 1.603 2.283 0.215
H -1.831 0.272 -1.289 0.221
H -0.842 2.362 -1.064 0.172
H 0.581 2.723 0.820 0.478
H 0.613 0.798 -2.034 0.231
H 1.599 1.795 -0.953 0.213
H 0.940 0.496 1.717 0.242
H 2.552 0.822 1.110 0.244
H 2.116 -0.809 1.652 0.198
```

Computed properties:
ΔE to the lowest compared entry with this formula, charge and spin, eV: 0.281
2S+1: 1
Lowest unoccupied orbital energy, eV: 0.510
SMILES: CC(=O)OCC(=O)[C@@]1(O)CC[C@H]2[C@@H]3C[C@H](C)C4=CC(=O)C=C[C@]4(C)[C@H]3[C@@H](O)C[C@@]21C
HOMO, hartree: -0.3400



Here is 2 unconnected molecules or ions with the total composition C2H5N2 from OMol25. Energies are from ωB97M-V/def2-TZVPD.

Structure (XYZ):
```
9
Properties=species:S:1:pos:R:3:nbo_charge:R:1
C -0.273 -0.052 -0.155 0.521
C 1.046 0.659 -0.088 -0.198
N 0.744 -0.823 -0.261 -0.499
N -1.558 -0.103 -0.067 -0.689
H 1.567 1.271 -0.821 0.262
H 0.968 1.072 0.862 0.216
H 1.224 -1.930 0.443 0.494
H -2.125 0.677 0.048 0.439
H -2.064 -1.039 0.245 0.454
```

Computed properties:
ΔE to the lowest compared entry with this formula, charge and spin, eV: 2.454
2S+1: 1
Lowest unoccupied orbital energy, eV: -5.085
Charge: +1
HOMO, hartree: -0.5994